Record 1
Molecular formula: C4H11N2O
Method: DFT, ωB97M-V with the def2-TZVPD basis set

Properties
Relative energy (zero: lowest compared OMol25 entry of this formula, charge and spin), kJ/mol: 224.7
Total charge: +1
SMILES: [NH3+]CCNCC=O
E_LUMO, eV: -3.15
DFT total energy, eV: -9346.5277
Largest force on an atom, eV/Å: 2.46

Element x y z (Å)
H  1.380277  -2.072260  0.822405
H  -0.136643  -1.725615  1.588295
H  0.117807  -1.413233  0.052584
C  1.358220  0.566000  -0.202356
C  -2.247096  -0.085307  -0.561393
H  2.278088  -0.010307  -0.369023
H  0.181583  0.526196  1.643109
H  -1.435442  1.524875  -1.863782
N  0.205792  0.371183  -1.107103
C  -1.190666  0.994854  -0.939691
H  -3.078334  -0.146012  -1.292019
H  0.478042  0.314050  -2.077971
O  -2.106323  -0.671340  0.470019
H  1.912723  -0.059346  1.883627
H  -1.039809  1.673209  -0.092175
N  0.610908  -1.421720  0.968640
H  1.682537  1.634172  -0.156702
C  1.028333  0.000601  1.233535

Cartesian forces (eV/Å) of the 6 atoms listed first:
0.0289 -0.1149 0.6963
0.3711 -0.4249 0.4834
0.1192 0.4666 -0.0610
-0.4926 1.0051 1.4997
1.1384 2.0422 -0.7508
-0.4422 0.0414 -1.4638

Partial atomic charges computed with the Löwdin method, in multiples of e: 0.17 0.16 0.13 -0.18 -0.20 0.12 0.11 0.12 -0.08 -0.10 0.14 0.11 0.05 0.14 0.12 0.16 0.13 -0.11

=====

Record 2
Molecular formula: C2H11N2Si
Method: DFT, ωB97M-V with the def2-TZVPD basis set

Properties
Relative energy (zero: lowest compared OMol25 entry of this formula, charge and spin), kJ/mol: 21.1
Total charge: +1
E_LUMO, eV: -3.82
DFT total energy, eV: -13102.8663
Largest force on an atom, eV/Å: 3.36

Element x y z (Å)
H  -0.922838  0.164635  -3.026923
C  0.886764  0.987520  1.019297
H  -1.859617  -0.923681  0.133786
H  0.035301  1.712593  0.770025
H  0.868602  1.106910  2.972240
Si  -1.239620  -1.167581  -2.454689
N  -1.559517  -0.444442  -0.789119
H  -2.172507  0.341975  -0.884722
H  2.179079  2.004288  2.362812
H  0.037873  -2.008081  -2.068369
N  0.771739  -0.066199  0.355969
H  2.205913  0.247811  2.354794
C  1.662069  1.099745  2.217779
H  -0.140143  -0.183477  -0.280670
H  1.308561  -0.878806  0.623797
H  -2.061657  -1.993211  -3.306005

Cartesian forces (eV/Å) of the 6 atoms listed first:
-0.0053 -0.4068 -0.3190
-2.7677 1.8961 -0.2597
0.3452 0.4616 -2.4208
1.7218 -0.3655 0.2997
0.0290 0.0433 0.3278
2.3097 0.2051 1.8092

Partial atomic charges computed with the Löwdin method, in multiples of e: -0.06 -0.15 0.11 0.18 0.13 0.64 -0.23 0.02 0.10 -0.05 0.17 0.07 -0.01 0.03 0.15 -0.10

=====

Record 3
Molecular formula: C4H9NO2S
Method: DFT, ωB97M-V with the def2-TZVPD basis set

Properties
Relative energy (zero: lowest compared OMol25 entry of this formula, charge and spin), kJ/mol: 208.8
Total charge: 0
SMILES: CN[C@@H](CS)C(=O)O
E_LUMO, eV: 0.45
DFT total energy, eV: -20712.8687
Largest force on an atom, eV/Å: 3.99

Element x y z (Å)
N  0.937336  1.023177  1.029627
C  0.287389  0.079873  0.130037
H  -1.531410  1.067170  0.624720
H  2.497582  1.254135  2.301028
O  1.490049  -0.508814  -1.982643
H  3.123303  0.834388  0.688411
C  2.244886  0.742887  1.379497
C  -1.243208  0.053173  0.077055
H  -0.118279  1.394880  -2.846969
H  -1.635836  -0.136405  -0.910842
O  -0.113845  1.111414  -1.837373
H  0.772106  2.020676  0.784653
C  0.675312  0.119581  -1.363523
H  2.258776  -0.291186  1.829995
H  0.741038  -0.884793  0.508969
H  -1.154527  -1.421695  2.032557
S  -2.144376  -1.362081  1.062614

Cartesian forces (eV/Å) of the 6 atoms listed first:
-2.9528 1.9448 -1.7151
1.3632 -2.7560 -0.0172
-0.0480 -2.0546 -1.6903
0.1695 0.8388 -0.0093
-0.5947 0.2627 0.3531
-0.9605 0.0079 0.0115

Partial atomic charges computed with the Löwdin method, in multiples of e: -0.09 -0.35 0.12 0.07 0.13 0.10 -0.18 -0.44 0.20 0.05 0.02 0.14 -0.49 0.10 0.15 -0.14 0.61

=====

Record 4
Molecular formula: C8H5ClN2S2
Method: DFT, ωB97M-V with the def2-TZVPD basis set

Properties
Relative energy (zero: lowest compared OMol25 entry of this formula, charge and spin), kJ/mol: 85.4
Total charge: 0
SMILES: Clc1nss/c1=N\c1ccccc1
E_LUMO, eV: -0.50
DFT total energy, eV: -45547.1793
Largest force on an atom, eV/Å: 7.93

Element x y z (Å)
N  1.070832  0.896110  0.125374
S  1.932323  -1.613516  -0.159296
H  -2.500104  -1.202357  1.795206
S  4.017058  -1.868302  -0.224683
H  -0.056898  -0.625186  1.929820
C  3.324757  0.604528  -0.010036
H  -4.016013  -0.720685  0.050833
C  -2.950362  -0.321189  -0.065886
N  4.409814  -0.188848  -0.087080
C  -0.305746  0.501621  0.047217
C  -2.210906  -0.697840  1.046446
H  -0.741714  1.296341  -1.756351
C  1.990972  0.112793  0.010350
C  -2.422258  0.322914  -1.039192
C  -0.929738  -0.250112  1.102286
H  -3.109118  0.678691  -1.963117
Cl  3.627471  2.252570  0.214135
C  -1.130364  0.822471  -1.016020

Cartesian forces (eV/Å) of the 6 atoms listed first:
-4.6750 2.4470 -0.1065
0.0921 -1.1910 -0.1768
-2.7922 -3.8355 5.1745
-0.2259 1.7747 0.1147
-3.0136 1.0674 -1.8851
5.6718 -2.0600 0.2227

Partial atomic charges computed with the Löwdin method, in multiples of e: 0.08 0.67 0.04 0.56 0.17 -0.86 0.14 -0.14 -0.34 -0.25 -0.08 0.05 -0.79 -0.13 -0.04 0.16 0.76 -0.01

=====

Record 5
Molecular formula: C22H57N3O9
Method: DFT, ωB97M-V with the def2-TZVPD basis set

Properties
Relative energy (zero: lowest compared OMol25 entry of this formula, charge and spin), kJ/mol: 18.1
Total charge: 0
SMILES: COCCNCCOC.COCCNCCOC.COCCNCCOC.OCCO.CCO
E_LUMO, eV: 0.41
DFT total energy, eV: -46626.2735
Largest force on an atom, eV/Å: 11.38

Element x y z (Å)
C  21.408076  11.324232  6.597438
H  17.118721  16.746241  4.828729
C  18.476899  14.116892  1.290111
H  18.258346  13.088168  1.000268
C  21.335470  15.755324  2.983223
H  17.387944  15.248809  2.782616
C  17.573202  17.649022  0.144112
H  24.526468  7.914528  5.721722
H  16.933256  17.142081  -2.401902
H  20.029138  14.519861  5.235999
H  20.563146  13.260080  2.105422
C  20.761541  14.463299  6.083251
H  21.917320  11.423917  7.583860
N  16.606205  13.462794  2.786208
H  19.741418  16.577787  2.072801
H  18.522141  16.623772  -2.031585
C  22.261556  9.102135  6.482448
N  17.055356  17.833420  2.501329
C  17.885351  17.518677  -2.095627
H  22.822388  13.030608  2.118063
H  23.130580  9.480729  5.864372
H  19.825125  15.006213  -0.782868
H  17.925335  17.902180  7.872211
H  15.026824  13.074618  3.998935
H  23.619888  10.245395  1.487226
C  16.651571  17.691235  4.882590
H  14.178642  14.422306  7.480170
H  17.980610  19.142898  3.770860
C  22.143255  12.181968  2.271153
H  20.882768  14.874627  3.234594
C  21.961679  7.683341  6.001176
H  20.705283  17.775072  2.829076
O  20.822673  12.519172  2.629908
C  17.491087  18.607198  1.358011
O  19.547069  16.772713  4.134883
C  22.195796  11.372100  1.057597
H  18.673252  17.152612  3.918268
O  15.673749  13.540451  6.381978
C  14.745034  14.628326  6.657747
O  19.706818  14.405830  1.181778
H  15.593113  17.485109  4.912327
H  20.049765  13.297781  -0.463364
C  20.254885  14.298500  -0.117581
H  22.620997  9.089789  7.541203
H  17.959859  14.785141  0.594299
H  20.709142  9.892400  5.419318
H  18.396462  16.971678  0.338378
H  21.320728  14.306720  -0.193068
H  16.099108  13.660151  1.921660
H  18.283027  18.056013  -2.904565
H  16.683275  17.099157  0.049880
H  18.341846  16.717069  6.654136
H  21.857263  11.998095  0.192004
H  24.727641  6.228105  5.688331
C  20.269578  16.765693  2.946812
O  20.393830  13.514510  7.040359
H  16.414170  19.425434  3.519503
C  20.185684  12.242824  6.476445
O  22.789019  6.799253  6.205360
H  16.147139  17.357388  2.340455
H  18.559902  13.972795  3.414064
H  17.356357  12.943738  5.232591
C  17.833998  14.253035  2.647945
H  17.137461  14.661026  5.535224
H  22.589189  11.614377  3.126134
H  19.889410  12.367370  5.470009
H  21.757152  7.781518  4.931117
C  15.861623  13.744153  3.998886
H  21.695136  14.217933  5.596210
H  21.861926  15.493635  2.050469
H  16.691280  16.825014  7.362874
H  21.469502  10.492129  1.125597
H  23.910077  7.050921  4.499361
C  16.984186  18.596153  3.710858
H  15.211073  15.531341  6.821933
O  17.081077  18.292524  6.081341
C  17.547149  17.386229  7.021197
O  23.459665  10.872381  0.812229
H  19.323585  11.787042  6.979134
H  16.768936  19.343860  1.163359
H  20.868894  15.431291  6.523370
H  22.122385  11.609917  5.840924
H  22.083906  16.075512  3.758495
O  17.874734  18.267058  -0.885500
H  21.068537  7.260855  6.447957
H  18.465947  19.057322  1.520058
H  14.055607  14.711345  5.822744
C  24.026029  6.936398  5.542489
N  21.070874  9.936127  6.389497
C  16.601808  13.739207  5.321668
H  15.554753  14.780611  3.939509

Cartesian forces (eV/Å) of the 6 atoms listed first:
0.0600 0.5112 0.6385
0.7199 -1.1920 -0.6532
-7.0359 -1.4227 -0.7421
-0.0758 -0.5421 -0.3889
2.8310 1.2648 0.6848
1.4805 0.6578 0.2607

Partial atomic charges computed with the Löwdin method, in multiples of e: -0.22 0.07 -0.33 0.14 -0.08 0.10 -0.37 0.10 0.09 0.07 0.00 -0.12 0.14 -0.07 0.07 0.08 -0.21 -0.10 -0.04 0.13 0.11 0.07 0.08 0.12 0.07 -0.21 0.06 0.15 -0.27 0.01 -0.41 0.13 -0.05 -0.14 -0.06 -0.31 0.04 -0.17 -0.05 -0.22 0.13 0.09 -0.03 0.14 0.12 0.13 0.11 0.09 0.12 0.08 0.12 0.09 0.12 0.06 -0.34 -0.17 0.09 -0.22 -0.10 0.14 0.11 0.13 -0.17 0.10 0.13 0.08 0.12 -0.21 0.08 0.09 0.07 0.15 0.08 -0.21 0.03 -0.16 -0.10 -0.03 0.13 0.11 0.08 0.10 0.11 -0.11 0.14 0.13 0.09 -0.06 -0.07 -0.21 0.09

=====

Record 6
Molecular formula: C5H12O
Method: DFT, ωB97M-V with the def2-TZVPD basis set

Properties
Relative energy (zero: lowest compared OMol25 entry of this formula, charge and spin), kJ/mol: 450.1
Total charge: 0
E_LUMO, eV: 0.79
DFT total energy, eV: -7422.6463
Largest force on an atom, eV/Å: 2.08

Element x y z (Å)
H  2.158018  0.727932  -1.184744
H  -1.085351  -0.691725  -1.388218
C  0.997323  -1.021012  -0.733792
H  -0.884833  2.016680  1.533926
H  -1.858441  -0.401549  1.998130
C  2.214355  -0.134654  -0.522676
H  0.845003  -1.715112  0.106019
H  -1.691611  1.957730  -0.053854
H  3.124348  -0.685344  -0.793755
C  -1.655252  -0.612166  0.940614
C  -0.479764  0.224034  0.538439
H  -1.464146  -1.696064  0.876053
H  1.080818  -1.571886  -1.668546
H  0.063236  2.257050  0.062142
H  2.296272  0.223524  0.503689
C  -0.770110  1.685496  0.492845
O  -0.297070  -0.168164  -1.089250
H  -2.592794  -0.394770  0.382983

Cartesian forces (eV/Å) of the 6 atoms listed first:
0.0167 0.0591 -0.0364
1.0002 0.0991 0.2827
-0.6071 -0.0814 -1.1779
-0.0080 -0.0164 -0.1696
0.0072 -0.0145 -0.1642
-0.3886 0.1097 -0.1053

Partial atomic charges computed with the Löwdin method, in multiples of e: 0.08 0.14 -0.18 0.08 0.08 -0.09 0.11 0.07 0.08 -0.16 -0.35 0.07 0.10 0.06 0.07 -0.14 -0.09 0.07